No. 1
The following is a quantum chemistry calculation of a structure of composition C35H33ClN4OsSi2, from the OMol25 dataset.

The geometry in XYZ format:
```
76
Properties=species:S:1:pos:R:3
C -1.56265 -0.62980 4.66686
C -2.36621 -0.12259 3.60674
C -2.31756 -1.05679 2.53961
H -2.92841 0.80554 3.59047
C -1.51689 -2.16049 2.94777
C -1.04408 -1.89610 4.25932
H -0.47012 -2.58706 4.86663
H -1.45290 -0.18318 5.64549
H -2.86344 -0.97481 1.60701
H -1.37066 -3.07596 2.38110
Os -0.46404 -0.43787 2.94067
Si 0.44254 -0.05542 0.43620
C -0.34381 1.56098 -0.05166
C 0.41035 2.69848 -0.43247
H 1.50052 2.61793 -0.46347
C -0.21739 3.89026 -0.77927
H 0.38143 4.77547 -1.03337
C -1.60807 3.98323 -0.78977
H -2.09423 4.92810 -1.05757
C -2.37511 2.86414 -0.43849
H -3.46937 2.90318 -0.46781
C -1.74799 1.69102 -0.00334
H -2.37144 0.87106 0.37430
C -0.44611 -1.63444 0.10922
C -1.67924 -1.66917 -0.56892
H -2.33084 -0.78971 -0.59621
C -2.07564 -2.82868 -1.23985
H -2.99166 -2.80087 -1.84137
C -1.31824 -3.99975 -1.12989
H -1.59153 -4.88833 -1.70911
C -0.20643 -4.03037 -0.27797
H 0.34221 -4.96368 -0.12073
C 0.20503 -2.86710 0.37333
H 1.03813 -2.92890 1.08573
H 0.92402 0.12875 1.85576
Si 1.74176 -0.09034 -2.75557
C 1.35109 -1.62873 -3.75649
C 0.69020 -1.54743 -5.00891
H 0.41218 -0.57442 -5.42050
C 0.34246 -2.69509 -5.73902
H -0.17695 -2.59975 -6.70113
C 0.64474 -3.95942 -5.22718
H 0.36448 -4.85831 -5.78081
C 1.30647 -4.07399 -3.99332
H 1.53208 -5.06371 -3.57778
C 1.66399 -2.92610 -3.28293
H 2.16993 -3.02982 -2.32025
C 0.69446 1.28977 -3.48112
C -0.69959 1.42178 -3.41548
H -1.25653 0.81049 -2.70924
C -1.35329 2.35961 -4.21963
H -2.43996 2.44727 -4.15505
C -0.62936 3.17464 -5.08588
H -1.14425 3.87994 -5.73216
C 0.76732 3.11821 -5.10310
H 1.35565 3.76742 -5.74919
C 1.41889 2.21254 -4.26954
H 2.50903 2.20661 -4.23387
H 3.11455 0.47790 -2.91812
Cl 2.38868 -0.57653 -0.53209
N 1.08328 3.04211 4.97069
C 0.06245 3.76480 4.36453
C -0.59595 2.89512 3.53262
N -0.00623 1.65601 3.64435
C 1.00737 1.75897 4.51041
C 1.78631 0.57943 4.79557
N 1.44428 -0.55936 4.18065
C 2.33064 -1.54061 4.57607
C 3.24358 -0.98318 5.43648
N 2.89939 0.35938 5.56189
H 1.77958 3.34491 5.64155
H -0.08223 4.80841 4.55389
H -1.43989 3.06214 2.87906
H 2.24289 -2.55286 4.20864
H 4.10438 -1.39883 5.91938
H 3.35196 1.08398 6.10768
```

## Properties
* spin multiplicity: 5
* E_LUMO (alpha / beta): -0.2013 / -0.2588 Ha
* charge: +2
* ΔE to the lowest compared entry with this formula, charge and spin: 0.00 kcal/mol
* Kohn-Sham gap (alpha / beta): 5.21 / 6.60 eV
* <S²>: 6.021


No. 2
The following is a quantum chemistry calculation of a structure of composition C35H33ClN4S2Si2Y, from the OMol25 dataset.

The geometry in XYZ format:
```
78
Properties=species:S:1:pos:R:3
C -1.84153 -4.22544 0.53534
C -0.62581 -3.58616 0.92219
C -0.96717 -2.35246 1.54739
H 0.37201 -4.01543 0.82591
C -2.38351 -2.21580 1.52760
C -2.92607 -3.37717 0.90926
H -3.98018 -3.61287 0.78304
H -1.92398 -5.20925 0.08029
H -0.27608 -1.68753 2.06649
H -2.94890 -1.41321 2.00173
Y -1.66120 -2.12885 -0.89091
Si 0.25006 0.68040 -0.74776
C 1.93959 -0.13319 -0.81056
C 2.84114 0.18625 -1.83432
H 2.48583 0.85889 -2.62043
C 4.15924 -0.28762 -1.80307
H 4.85574 -0.01024 -2.61081
C 4.56696 -1.11805 -0.74226
H 5.58564 -1.52378 -0.72909
C 3.67269 -1.43022 0.29466
H 3.99655 -2.06767 1.12804
C 2.36499 -0.91060 0.26957
H 1.66995 -1.05792 1.09871
C -0.54237 1.34466 0.96757
C 0.27229 1.27249 2.13969
H 1.37294 1.20478 2.03933
C -0.30190 1.37119 3.41137
H 0.36891 1.38210 4.27752
C -1.69372 1.42547 3.55780
H -2.12802 1.48979 4.56008
C -2.52172 1.35970 2.42131
H -3.61325 1.33236 2.55302
C -1.97556 1.30596 1.14026
H -2.61051 1.22415 0.24945
H -0.42303 -0.58595 -0.34400
Si 0.89389 2.71402 0.17110
C 0.18399 4.29385 0.79581
C 1.01351 5.10293 1.60971
H 2.09347 5.12546 1.45241
C 0.46638 5.73306 2.73954
H 1.11222 6.24250 3.45232
C -0.90457 5.66455 2.99254
H -1.32842 6.11384 3.88900
C -1.74508 5.01161 2.08816
H -2.81113 4.93948 2.29980
C -1.21537 4.40931 0.94713
H -1.88680 3.90810 0.25512
C 2.77025 3.10552 -0.16038
C 3.66461 2.61026 0.80321
H 3.27620 2.02973 1.64023
C 5.04926 2.74026 0.66301
H 5.71293 2.32137 1.41713
C 5.58458 3.35416 -0.46836
H 6.66833 3.43927 -0.58930
C 4.71723 3.81997 -1.46122
H 5.15288 4.24945 -2.36541
C 3.32265 3.68614 -1.32497
H 2.66976 3.96188 -2.15941
H -0.03769 1.26135 -2.06463
Cl -1.84164 -0.15232 -2.51979
N 1.10021 -4.43982 -1.82194
C -0.07663 -4.68704 -2.41575
N -1.13386 -3.87384 -2.37717
C -2.24813 -4.43545 -3.04472
C -1.96955 -5.66156 -3.61685
S -0.34442 -6.18572 -3.32219
C -3.53863 -3.80444 -2.86983
C -4.78351 -4.22583 -3.29810
S -6.07328 -3.27879 -2.61197
C -4.87403 -2.35117 -1.73187
N -3.62008 -2.72288 -1.97887
N -5.20836 -1.38673 -0.85897
H 1.82940 -5.13272 -1.91206
H 1.28097 -3.56321 -1.33865
H -2.73523 -6.24540 -4.11336
H -4.91455 -5.08876 -3.93637
H -6.18751 -1.19578 -0.72726
H -4.51428 -0.89541 -0.30128
```

## Properties
* E_LUMO: -0.0989 Ha
* charge: +1
* ΔE to the lowest compared entry with this formula, charge and spin: 73.20 kcal/mol
* Kohn-Sham gap: 5.85 eV


No. 3
The following is a quantum chemistry calculation of a structure of composition C35H33F5N8STi, from the OMol25 dataset.

The geometry in XYZ format:
```
83
Properties=species:S:1:pos:R:3
Ti 0.18332 -0.10424 0.08206
C -3.78508 -2.16805 -0.27723
C -4.60517 -1.06627 -0.59945
C -4.14939 0.19652 -0.38230
C -2.85956 0.41702 0.20100
N -2.03224 -0.65426 0.38975
C -2.52018 -1.88351 0.17216
N -2.60288 1.66969 0.59923
C -1.53083 2.01448 1.32420
N -0.36638 1.31635 1.54644
C 0.29234 1.87032 2.62047
N 1.30080 1.39117 3.34980
C 2.16625 0.43754 2.96474
C 3.01295 -0.09461 3.98433
C 4.05842 -0.90967 3.65847
C 4.29164 -1.21747 2.30960
C 3.38870 -0.72273 1.39153
N 2.32542 0.03133 1.68235
C -0.43733 3.04259 3.04039
C -0.21418 3.96482 4.06814
C -1.13172 4.97681 4.24846
C -2.27570 5.07865 3.41698
C -2.49725 4.16915 2.40621
C -1.56070 3.14731 2.21562
H -4.10430 -3.19277 -0.40842
H -5.59349 -1.22175 -1.02077
H -4.74269 1.07575 -0.59192
H -1.83114 -2.69403 0.37951
H 2.80795 0.20214 5.00473
H 4.70898 -1.29686 4.43662
H 5.13449 -1.81243 1.98573
H 3.51809 -0.93881 0.33606
H 0.66432 3.87243 4.69487
H -0.98285 5.70668 5.03694
H -2.98282 5.88378 3.58395
H -3.36485 4.23305 1.76113
N -0.31354 -1.28573 2.87761
C -0.03796 -2.60163 3.41373
C 0.16896 -3.63817 2.31200
C 1.25385 -3.27880 1.30081
N 0.85253 -2.29842 0.28546
H -0.19485 -0.53865 3.55020
H -1.22640 -1.19803 2.44917
H -0.81218 -2.97761 4.10401
H 0.89069 -2.52865 3.99014
H -0.77504 -3.83068 1.79175
H 0.45688 -4.57820 2.79693
H 1.60249 -4.19521 0.80843
H 2.10361 -2.86390 1.84645
H 0.33806 -2.71134 -0.49258
H 1.70426 -1.92319 -0.13406
N -0.27096 -0.06717 -1.74833
C -0.40408 0.83711 -2.73124
C -0.01681 0.55893 -4.07707
C -0.18947 1.47149 -5.10309
C -0.74319 2.72950 -4.87364
C -1.09375 3.04830 -3.56071
C -0.92080 2.14986 -2.52464
H 0.42855 -0.40921 -4.28051
H 0.12276 1.19802 -6.10799
H -0.88384 3.43837 -5.68109
H -1.51636 4.02397 -3.33782
H -1.20678 2.43419 -1.51761
C -2.32125 -1.78768 -3.39550
S -0.83831 -2.58373 -2.76273
C -1.33938 -4.25624 -3.25171
H -2.32480 -1.81945 -4.48652
H -2.31878 -0.75456 -3.06022
H -3.20642 -2.29289 -3.00439
H -2.18907 -4.60032 -2.65368
H -0.49808 -4.93010 -3.08123
H -1.61534 -4.31253 -4.30837
F 2.72167 -1.72546 -2.03620
C 2.83918 -0.34550 -2.03799
C 2.11935 0.40476 -1.14297
C 2.41199 1.74993 -1.24064
F 1.82615 2.64744 -0.39701
C 3.28683 2.31696 -2.15388
F 3.51975 3.64542 -2.18161
C 3.96065 1.49781 -3.04148
F 4.82892 2.01132 -3.93971
C 3.73163 0.13775 -2.97942
F 4.40571 -0.68817 -3.81242
```

## Properties
* spin multiplicity: 3
* E_LUMO (alpha / beta): 0.1523 / 0.1522 Ha
* charge: -2
* ΔE to the lowest compared entry with this formula, charge and spin: 18.95 kcal/mol
* Kohn-Sham gap (alpha / beta): 4.22 / 4.70 eV
* <S²>: 2.030